<A>
A cluster of 12 separate species, H23O12 in total. Source: the Open Molecules 2025 dataset; level of theory: ωB97M-V/def2-TZVPD.

Structure (XYZ):
```
35
Properties=species:S:1:pos:R:3:lowdin_charge:R:1
O -0.0313 -0.5065 -0.4315 -0.41
H -0.3301 0.3967 -0.0344 0.01
O 0.6794 1.0704 3.0558 -0.04
H 0.9718 0.2114 2.9179 -0.06
H 0.6933 1.3377 2.1592 -0.04
O -2.1504 1.7986 1.4738 -0.02
H -1.8976 2.1641 2.2996 0.04
H -2.8691 2.4062 1.2592 0.07
O -1.2302 -2.9371 -0.0347 -0.07
H -0.7252 -2.1446 -0.1661 -0.05
H -1.2517 -2.9197 0.9252 0.01
O -0.1927 -1.6165 -2.8912 -0.08
H -0.3066 -1.2757 -1.9807 -0.03
H -0.5997 -2.4919 -2.8347 0.03
O -0.0212 2.1070 -3.0609 -0.09
H -0.6878 2.2522 -2.4120 -0.04
H 0.5687 1.4474 -2.6207 -0.01
O -1.5521 -1.2482 2.8083 -0.05
H -0.9145 -1.2353 3.5136 0.02
H -1.1418 -0.7432 2.0849 0.01
O 2.2656 -1.7468 -0.9089 -0.08
H 2.2023 -2.2515 -1.6815 0.00
H 1.3648 -1.2793 -0.8084 -0.01
O 2.1828 0.8610 -2.0702 -0.03
H 2.4847 1.2144 -1.2461 0.03
H 2.2247 -0.0556 -1.8642 -0.01
O 0.9762 1.9037 0.3189 -0.06
H 0.3925 2.6158 -0.1071 0.11
H 0.7321 1.1042 -0.0903 -0.06
O 1.4765 -1.1551 1.8203 -0.05
H 0.9646 -1.9011 2.1528 0.05
H 1.0392 -0.9570 0.9952 -0.03
O -1.9334 1.3551 -1.1432 -0.05
H -1.5087 0.5206 -1.1512 -0.01
H -1.8750 1.6983 -0.2468 -0.02
```

The value obtained for the LUMO energy is 2.58 eV. As for the total charge: -1. The HOMO energy comes out at -7.00 eV. Its molar mass is 215.172 g mol⁻¹.


<B>
A cluster of 12 separate species, H23O12 in total. Source: the Open Molecules 2025 dataset; level of theory: ωB97M-V/def2-TZVPD.

Structure (XYZ):
```
35
Properties=species:S:1:pos:R:3:lowdin_charge:R:1
O 1.9594 -0.9638 -1.5526 -0.18
H 2.4870 -0.2126 -0.9730 -0.03
H 1.6705 -0.4434 -2.3103 0.03
O -0.1504 -0.0002 3.0015 -0.05
H 0.3802 -0.7926 3.1266 0.06
H -0.2811 0.1323 2.0530 0.03
O -4.9758 -0.3827 -0.3758 -0.05
H -4.7205 -0.7961 0.4596 0.05
O -1.7920 3.1618 -1.7740 -0.09
H -1.0279 3.6370 -1.4369 0.02
H -1.5859 2.2119 -1.6996 -0.02
O 5.1201 -0.5388 1.1286 -0.13
H 5.4389 -0.0975 0.3315 0.01
H 1.9233 1.7774 0.2734 -0.03
O 1.9937 -3.8164 -2.3092 -0.09
H 1.6829 -2.9134 -2.4818 0.00
H -4.5202 -0.9276 -1.0267 0.04
O -2.3495 0.8802 0.9523 -0.05
H -1.9276 1.5934 0.4600 0.03
H -3.2065 0.7352 0.5427 0.00
O 1.2413 2.5274 0.3443 -0.14
H 1.8166 3.2533 0.6078 0.00
H 2.2680 -3.6051 -1.4035 0.03
O -2.7616 -0.5449 3.3955 -0.10
H -2.6894 0.0603 4.1356 0.02
H -1.8567 -0.5966 3.0378 -0.02
O -1.8448 0.4547 -2.1253 -0.03
H -2.7489 0.1596 -2.0255 0.04
H -1.1133 -0.1600 -2.1147 0.05
O -0.1245 -2.0029 -0.0965 -0.10
H 0.4544 -1.8845 -0.8893 -0.01
H 0.3884 -1.2945 0.3274 0.02
O 2.9957 0.6586 -0.0500 -0.32
H 4.1535 -0.4700 0.8806 0.01
H 3.7023 1.2003 -0.4133 -0.01
```

The value obtained for the LUMO energy is 2.57 eV. As for the total charge: -1. The HOMO energy comes out at -6.56 eV. Its molar mass is 215.172 g mol⁻¹.


Which is most stable, and by how much? <A>, by 0.080 eV.


<A>
A cluster of 2 separate species, C5H14NO2 in total. Source: the Open Molecules 2025 dataset; level of theory: ωB97M-V/def2-TZVPD.

Structure (XYZ):
```
22
Properties=species:S:1:pos:R:3:lowdin_charge:R:1
O 2.0728 -0.4158 1.1095 0.09
C 1.2640 -0.4456 0.2199 -0.16
C -0.1697 -0.8918 0.5373 -0.25
C -1.1393 0.2644 0.3206 -0.15
C -1.3614 0.4788 -1.1717 -0.25
C -1.4409 -0.7264 -2.1066 -0.10
N -0.1193 -1.3456 1.9694 0.23
H 1.5253 -0.1740 -0.8058 0.15
H -0.4289 -1.7656 -0.0554 0.15
H -0.5980 1.1520 0.6760 0.12
H -2.0551 0.2119 0.9240 0.13
H -2.2435 1.0986 -1.3473 0.12
H -0.6345 1.2093 -1.5240 0.08
H -2.0369 -1.5463 -1.6904 0.08
H -0.4737 -1.0564 -2.4971 0.08
H -1.9617 -0.3976 -3.0062 0.08
H -0.0857 -2.3624 2.0379 0.18
H 0.7494 -0.9570 2.3827 0.16
H -0.9716 -1.0652 2.4520 0.17
H 0.8739 3.4612 -1.0474 0.07
H 1.9997 2.5307 -0.6814 0.06
O 1.0391 2.5470 -0.7760 -0.05
```

The value obtained for the LUMO energy is -3.36 eV. As for the total charge: +1. The HOMO energy comes out at -14.64 eV. Its molar mass is 120.172 g mol⁻¹.


<B>
A cluster of 2 separate species, C5H14NO2 in total. Source: the Open Molecules 2025 dataset; level of theory: ωB97M-V/def2-TZVPD.

Structure (XYZ):
```
22
Properties=species:S:1:pos:R:3:lowdin_charge:R:1
C 3.3574 -1.0724 -0.1385 -0.03
C -4.6589 -0.0605 0.0190 -0.03
C 0.9966 -0.2525 0.2382 -0.11
C 2.4969 0.0938 0.3191 -0.42
C -3.2612 -0.1533 -0.4458 -0.25
N 0.2354 1.0130 0.3475 0.17
O 2.6571 1.2513 -0.4842 -0.03
O -2.3597 0.5773 -0.0976 0.01
H 3.1636 -1.9428 0.4820 0.09
H 4.4119 -0.8255 -0.0505 0.09
H 3.1396 -1.3255 -1.1740 0.09
H -5.3203 0.0385 -0.8433 0.10
H -4.9310 -0.9972 0.5060 0.10
H -4.7976 0.7725 0.7025 0.09
H 0.7831 -0.6957 -0.7354 0.14
H 2.7528 0.3531 1.3609 0.15
H -3.0585 -0.9744 -1.1524 0.13
H 0.2905 1.3850 1.3009 0.18
H -0.7828 0.8887 0.0845 0.09
H 0.7116 1.6829 -0.2788 0.16
H 3.4749 1.1875 -0.9861 0.11
H 0.6986 -0.9439 1.0260 0.14
```

The value obtained for the LUMO energy is -2.67 eV. As for the total charge: +1. The HOMO energy comes out at -14.27 eV. Its molar mass is 120.172 g mol⁻¹.


<C>
A cluster of 2 separate species, C5H14NO2 in total. Source: the Open Molecules 2025 dataset; level of theory: ωB97M-V/def2-TZVPD.

Structure (XYZ):
```
22
Properties=species:S:1:pos:R:3:lowdin_charge:R:1
O -1.0300 2.7868 0.3611 0.05
C -0.7608 1.5893 0.5225 -0.13
C 0.2220 0.9810 -0.5006 -0.23
C 0.9471 -0.2962 -0.0923 -0.15
C 0.0385 -1.5921 0.0319 -0.28
C -0.7299 -1.8852 -1.1924 -0.12
N 1.2455 2.1111 -0.8987 0.22
H -1.2786 0.8582 1.2297 0.13
H -0.4114 0.9216 -1.3995 0.14
H 1.5444 -0.0950 0.8652 0.14
H 1.6974 -0.6502 -0.8905 0.15
H 0.6282 -2.4154 0.2718 0.09
H -0.6927 -1.5416 0.9083 0.10
H -0.2206 -2.6405 -1.8491 0.09
H -0.8703 -0.9390 -1.8454 0.08
H -1.7934 -2.3399 -1.0089 0.12
H 0.8741 2.9822 -0.4566 0.16
H 2.1909 1.9381 -0.5557 0.16
H 1.2549 2.2311 -1.9507 0.20
H -0.2354 -1.0622 2.6742 0.07
H -1.6781 -0.5396 3.2242 0.12
O -0.9418 -0.4027 2.5515 -0.11
```

The value obtained for the LUMO energy is -3.76 eV. As for the total charge: +1. The HOMO energy comes out at -14.22 eV. Its molar mass is 120.172 g mol⁻¹.


Which is most stable, and by how much? <B>, by 0.778 eV.


<A>
A cluster of 2 separate species, C5H14NO2 in total. Source: the Open Molecules 2025 dataset; level of theory: ωB97M-V/def2-TZVPD.

Structure (XYZ):
```
22
Properties=species:S:1:pos:R:3:lowdin_charge:R:1
C 2.9056 -0.7010 -0.9570 -0.03
C 2.3509 0.2933 1.3180 -0.03
C 1.9984 0.3232 -0.2266 -0.37
C 0.6240 0.1238 -0.6359 -0.07
C -3.6141 -0.4133 0.1753 -0.25
N -0.4422 0.0940 0.0508 0.24
O -3.1520 0.5025 1.1178 -0.06
O -2.8777 -0.1406 -1.1035 -0.06
H 3.9285 -0.4489 -0.7922 0.09
H 2.6980 -0.6091 -2.0222 0.09
H 2.5052 -1.5748 -0.5377 0.08
H 1.7554 1.0763 1.7827 0.07
H 3.3853 0.5978 1.5143 0.09
H 2.3628 -0.6919 1.7688 0.09
H 2.0944 1.3422 -0.6483 0.17
H -4.7011 -0.4976 -0.0010 0.14
H 0.6506 -0.2164 -1.6896 0.17
H -1.3939 0.0219 -0.4081 0.08
H -0.6284 0.5370 1.0043 0.18
H -3.2294 -1.4853 0.4026 0.16
H -3.8312 1.2950 1.2338 0.18
H -3.3891 0.5719 -1.3464 0.05
```

The value obtained for the LUMO energy is -3.81 eV. As for the total charge: +1. The HOMO energy comes out at -15.23 eV. Its molar mass is 120.172 g mol⁻¹.


<B>
A cluster of 2 separate species, C5H14NO2 in total. Source: the Open Molecules 2025 dataset; level of theory: ωB97M-V/def2-TZVPD.

Structure (XYZ):
```
22
Properties=species:S:1:pos:R:3:lowdin_charge:R:1
O 2.6611 -0.6871 0.8920 0.11
C 1.6878 0.0005 0.7628 -0.17
C 0.2901 -0.6620 0.9430 -0.22
C -0.8514 0.3307 0.7144 -0.15
C -1.1855 0.4725 -0.7896 -0.24
C -1.3572 -0.7675 -1.6625 -0.08
N 0.2190 -1.2368 2.3816 0.25
H 1.6947 0.9583 0.2284 0.12
H 0.3232 -1.4966 0.2627 0.13
H -0.6269 1.3313 1.0723 0.13
H -1.7131 -0.2024 1.1276 0.12
H -2.0542 1.1390 -0.9118 0.12
H -0.4826 1.1917 -1.2162 0.06
H -2.3881 -0.9514 -1.9577 0.08
H -0.8509 -1.6417 -1.2527 0.06
H -0.8727 -0.6050 -2.6349 0.09
H 1.0078 -0.9031 2.9336 0.17
H -0.6544 -0.9821 2.8426 0.17
H 0.3015 -2.2479 2.2748 0.18
H 1.8601 2.9229 -1.6052 0.06
H 1.7943 1.7557 -2.4845 0.06
O 1.1973 2.2811 -1.9207 -0.07
```

The value obtained for the LUMO energy is -4.01 eV. As for the total charge: +1. The HOMO energy comes out at -14.26 eV. Its molar mass is 120.172 g mol⁻¹.


Which is most stable, and by how much? <B>, by 0.202 eV.